# 1
The following is a DFT calculation (ωB97M-V/def2-TZVPD) of a molecular structure, CH6N2PS at a distorted geometry.

CARTESIAN COORDINATES (ANGSTROEM)
C -0.083 -0.260 -0.374
N 0.269 -0.641 0.905
N -1.275 0.731 -0.200
P 2.611 -0.675 1.100
S 3.004 0.461 -0.386
H -0.401 -1.000 -1.060
H 0.689 0.272 -0.890
H -0.085 -1.474 1.393
H -2.104 0.145 0.166
H -1.623 1.022 -1.172
H -1.001 1.419 0.517

Cartesian forces, eV/Å:
-0.83 -0.26 1.44
3.36 -0.23 1.29
-2.09 -1.82 -1.50
-2.54 1.26 -1.69
0.19 -1.00 1.38
-0.82 -0.99 -0.68
0.65 0.75 -0.09
0.02 0.37 -1.04
1.67 1.26 -0.28
0.75 0.54 1.84
-0.35 0.12 -0.68

Computed properties:
maximum force	3.6	eV Å⁻¹
charge	+1
energy relative to the best compared isomer or geometry (same formula, charge and spin)	122.7	kJ/mol
gap between HOMO and LUMO	7.9	eV

=====

# 2
The following is a DFT calculation (ωB97M-V/def2-TZVPD) of a single C5H10O molecule.

CARTESIAN COORDINATES (ANGSTROEM)
C -1.359 -1.718 0.316
C -0.580 -0.726 1.080
C -0.283 1.978 -1.041
C 0.889 -0.836 0.800
C 1.166 0.490 0.087
O 0.145 0.646 -0.887
H -2.398 -1.424 0.138
H -1.399 -2.548 1.050
H -0.898 -2.119 -0.601
H -1.074 1.976 -1.793
H 0.532 2.635 -1.379
H -0.687 2.369 -0.096
H 1.206 -1.684 0.169
H 1.462 -0.845 1.736
H 2.156 0.495 -0.392
H 1.122 1.311 0.813

Cartesian forces, eV/Å:
-0.04 0.15 -0.04
0.12 -0.36 -0.21
-0.11 0.26 -0.08
-0.03 -0.03 0.02
0.19 0.07 0.17
-0.01 -0.07 -0.03
0.15 -0.05 0.09
0.02 0.07 0.00
-0.01 0.08 0.16
0.12 0.03 0.09
-0.09 -0.11 0.03
0.07 -0.05 -0.14
-0.11 0.10 0.06
-0.09 0.02 -0.12
-0.14 0.01 0.08
-0.04 -0.11 -0.09

Computed properties:
maximum force	0.4	eV Å⁻¹
energy relative to the best compared isomer or geometry (same formula, charge and spin)	419.5	kJ/mol
gap between HOMO and LUMO	8.7	eV

=====

# 3
The following is a DFT calculation (ωB97M-V/def2-TZVPD) of a molecular structure, C2F14N2O8PS4Zn at a distorted geometry.

CARTESIAN COORDINATES (ANGSTROEM)
Zn -0.845 -0.161 0.264
N -1.470 1.031 -1.214
S -3.025 0.831 -1.855
O -3.289 1.531 -3.057
O -3.926 0.881 -0.783
F -2.737 -0.618 -2.256
S -0.936 2.529 -0.942
O -0.082 2.431 0.213
O -1.984 3.449 -1.139
F 0.010 2.728 -2.313
C 2.237 -1.819 -2.074
F 2.469 -2.987 -2.701
F 3.383 -1.375 -1.512
F 1.837 -0.939 -2.966
S 1.044 -2.118 -0.702
O -0.332 -2.150 -1.233
O 1.527 -3.238 -0.021
N 1.074 -0.730 0.253
S 2.344 -0.380 1.148
O 1.837 0.226 2.328
O 3.411 -1.349 1.259
C 3.103 1.070 0.078
F 4.347 0.757 -0.230
F 2.428 1.252 -1.086
F 2.965 2.157 0.803
P -2.226 -0.413 2.905
F -3.523 0.411 2.486
F -3.106 -1.581 3.438
F -2.248 -1.160 1.377
F -0.886 -1.292 3.174
F -1.268 0.682 2.142
F -2.132 0.343 4.215

Cartesian forces, eV/Å:
-0.01 0.18 0.05
-0.59 0.12 -0.22
2.00 1.45 0.23
0.29 0.04 -0.11
-1.01 -0.51 0.62
-0.35 -1.15 -0.11
0.76 -1.79 -1.70
-0.28 0.66 -1.27
-0.03 1.20 0.39
-0.86 -0.10 2.25
1.01 -0.17 -0.22
-0.10 0.56 0.43
-0.66 -0.51 -0.57
-0.31 0.12 0.06
-2.84 1.95 0.32
1.97 0.65 0.55
0.93 -1.52 0.58
-0.62 -2.51 -2.12
2.15 1.04 0.54
-0.11 0.36 0.26
-1.29 0.42 -0.55
-1.73 -1.45 0.01
0.40 0.68 0.28
0.39 -0.10 0.65
0.78 0.43 -0.11
0.12 -1.43 -1.38
0.01 0.16 -0.50
-0.70 -0.86 0.57
-0.08 -0.24 -1.00
-0.21 0.39 0.14
0.43 0.88 -0.38
0.51 1.06 2.32

Computed properties:
maximum force	3.5	eV Å⁻¹
charge	-1
gap between HOMO and LUMO	11.3	eV

=====

# 4
The following is a DFT calculation (ωB97M-V/def2-TZVPD) of a single CH5ClN2 molecule at a distorted geometry.

CARTESIAN COORDINATES (ANGSTROEM)
C -0.845 0.461 -0.035
N -0.135 -0.658 0.545
N 1.117 -0.915 -0.156
Cl 1.989 0.562 -0.092
H -1.825 0.322 0.106
H -0.475 1.534 0.191
H -0.511 0.346 -1.110
H -0.067 -0.654 1.608
H 0.751 -0.997 -1.055

Cartesian forces, eV/Å:
4.86 1.52 -1.76
0.52 -0.85 1.38
-1.56 -0.01 3.92
1.58 0.87 -0.46
-3.77 -0.17 0.35
-0.69 -1.66 0.25
-1.34 0.46 0.68
0.53 0.01 -2.16
-0.13 -0.17 -2.21

Computed properties:
maximum force	5.4	eV Å⁻¹
SMILES string	CNNCl
energy relative to the best compared isomer or geometry (same formula, charge and spin)	241.8	kJ/mol
gap between HOMO and LUMO	10.5	eV

=====

# 5
The following is a DFT calculation (ωB97M-V/def2-TZVPD) of 7 unconnected molecules or ions with the total composition C53H107N5O9 at a distorted geometry.

CARTESIAN COORDINATES (ANGSTROEM)
C -1.193 -0.466 -3.305
C -0.560 -1.848 -3.585
C -1.707 -2.891 -3.588
C 0.077 -1.870 -5.011
C 0.904 -3.095 -5.368
C 2.005 -3.176 -4.303
C 1.495 -3.258 -2.841
C 0.798 -4.604 -2.582
C 2.665 -3.154 -1.917
N 0.559 -2.089 -2.701
O 0.024 -2.057 -1.391
H -2.024 -0.187 -3.952
H -1.624 -0.422 -2.337
H -0.449 0.325 -3.356
H -2.082 -2.991 -2.552
H -2.526 -2.579 -4.190
H -1.329 -3.878 -3.919
H -0.666 -1.653 -5.807
H 0.668 -0.957 -5.219
H 0.327 -4.038 -5.319
H 1.486 -3.041 -6.329
H 2.642 -2.293 -4.356
H 2.750 -3.961 -4.515
H 1.514 -5.364 -2.977
H -0.103 -4.745 -3.119
H 0.658 -4.752 -1.498
H 3.083 -4.129 -1.713
H 2.315 -2.707 -0.980
H 3.518 -2.609 -2.375
H -0.417 -2.889 -1.192
C -2.328 -2.198 1.369
C -3.606 -1.503 1.987
C -4.328 -0.741 0.895
C -4.421 -2.662 2.609
C -5.547 -2.126 3.442
C -5.039 -1.252 4.522
C -4.163 -0.058 4.061
C -4.985 1.019 3.431
C -3.329 0.431 5.271
N -3.129 -0.652 3.108
O -2.316 0.354 2.598
H -2.630 -2.969 0.644
H -1.844 -1.422 0.805
H -1.618 -2.526 2.156
H -3.867 0.225 0.708
H -4.205 -1.251 -0.111
H -5.398 -0.640 1.051
H -4.787 -3.280 1.798
H -3.614 -3.235 3.190
H -6.197 -1.629 2.778
H -6.041 -3.026 3.837
H -4.408 -1.831 5.213
H -5.854 -0.962 5.201
H -5.683 0.591 2.694
H -4.328 1.744 2.906
H -5.466 1.566 4.251
H -2.542 1.046 4.865
H -2.980 -0.465 5.774
H -3.940 0.961 5.961
H -1.408 0.255 2.921
C -3.886 2.979 0.590
C -3.692 3.297 -0.874
C -3.836 2.005 -1.810
C -4.778 4.342 -1.235
C -4.487 4.946 -2.610
C -3.191 5.658 -2.542
C -1.992 4.731 -2.189
C -1.563 3.969 -3.504
C -0.762 5.632 -1.876
N -2.287 3.980 -1.007
O -1.218 3.034 -0.763
H -4.880 2.507 0.741
H -3.119 2.276 0.880
H -3.753 3.902 1.159
H -2.942 1.345 -1.897
H -4.600 1.321 -1.466
H -4.023 2.255 -2.880
H -5.805 3.918 -1.169
H -4.742 5.170 -0.539
H -4.428 4.100 -3.373
H -5.266 5.572 -3.042
H -3.299 6.412 -1.743
H -2.977 6.056 -3.532
H -0.669 3.322 -3.394
H -1.276 4.766 -4.230
H -2.351 3.474 -4.100
H -0.782 6.476 -2.596
H 0.156 4.987 -1.965
H -0.747 6.109 -0.884
H -1.370 2.320 -1.389
C -0.374 -2.717 4.785
C 0.806 -3.621 4.496
C 1.416 -4.182 5.840
C 0.360 -4.681 3.472
C 1.589 -5.457 2.883
C 2.676 -4.457 2.314
C 3.069 -3.343 3.227
C 4.052 -3.809 4.362
C 3.669 -2.221 2.429
N 1.787 -2.742 3.763
O 2.161 -1.675 4.575
H -1.038 -3.376 5.402
H -0.858 -2.295 3.910
H -0.194 -1.857 5.443
H 1.995 -5.118 5.749
H 0.601 -4.547 6.476
H 2.088 -3.437 6.331
H -0.243 -5.405 4.035
H -0.280 -4.206 2.687
H 1.165 -6.099 2.073
H 2.004 -6.062 3.693
H 2.115 -3.901 1.517
H 3.536 -4.955 1.938
H 4.996 -4.029 3.939
H 4.246 -3.023 5.079
H 3.726 -4.742 4.817
H 4.191 -1.448 2.983
H 4.377 -2.769 1.834
H 2.898 -1.776 1.727
H 1.626 -1.011 4.189
C 4.006 2.098 -5.285
C 3.393 1.591 -3.977
C 1.969 2.152 -3.808
C 3.426 0.031 -4.059
C 4.849 -0.490 -3.774
C 5.208 0.006 -2.410
C 5.450 1.564 -2.368
C 5.587 2.074 -0.968
C 6.666 1.952 -3.239
N 4.167 2.090 -2.854
O 4.219 3.510 -2.947
H 4.107 3.172 -5.200
H 4.952 1.611 -5.544
H 3.319 1.740 -6.095
H 2.007 3.190 -3.876
H 1.246 1.696 -4.472
H 1.556 1.838 -2.849
H 2.713 -0.450 -3.455
H 3.041 -0.227 -5.030
H 4.866 -1.609 -3.799
H 5.587 -0.176 -4.489
H 6.183 -0.371 -2.061
H 4.499 -0.249 -1.620
H 6.334 1.530 -0.396
H 4.628 1.973 -0.445
H 5.770 3.141 -0.919
H 6.933 2.992 -3.241
H 6.470 1.683 -4.307
H 7.571 1.407 -2.991
H 3.593 3.858 -2.342
O 0.427 0.595 3.136
C 0.829 0.721 2.009
C 0.029 0.649 0.692
C 1.058 0.905 -0.419
C 2.332 0.389 0.326
O 2.171 0.728 1.671
H -0.385 -0.347 0.621
H -0.755 1.407 0.614
H 0.844 0.303 -1.306
H 1.124 1.973 -0.630
H 2.413 -0.689 0.295
H 3.246 0.799 -0.011
O -3.347 4.113 4.221
C -2.247 4.015 3.796
C -1.021 3.314 4.395
C 0.159 3.788 3.553
C -0.532 4.030 2.204
O -1.832 4.508 2.592
H -0.977 3.559 5.452
H -1.169 2.240 4.316
H 0.649 4.683 3.969
H 0.882 2.944 3.469
H 0.034 4.758 1.633
H -0.654 3.003 1.854

Cartesian forces, eV/Å:
0.62 0.00 -0.41
-0.29 -0.24 -2.70
1.25 -0.78 1.44
-0.64 1.41 -1.72
1.23 -0.45 0.69
0.53 -0.21 0.23
-1.25 -0.13 -1.98
1.70 -0.41 0.23
0.77 0.88 0.40
0.32 0.10 1.40
0.54 0.44 0.86
0.18 -0.37 -0.53
-0.20 -0.23 1.17
0.22 0.07 -0.10
-0.02 -0.14 -0.41
-0.56 0.33 -0.64
-0.69 0.74 0.01
-0.39 -0.67 0.61
0.39 -0.34 0.85
0.11 0.47 -0.40
-1.19 0.14 0.54
-0.31 0.26 -0.09
-0.55 -0.27 0.25
-0.53 0.25 0.62
-0.73 -0.13 -0.20
-0.05 -0.19 -0.39
-0.12 -0.43 0.19
0.48 -0.02 -0.07
-0.69 0.19 0.47
-0.17 -0.39 -0.15
-0.69 0.95 0.39
1.17 -1.10 0.24
0.19 -0.61 -1.86
2.05 0.52 0.13
0.56 -2.05 0.23
0.61 0.42 1.59
0.91 -1.39 -0.08
0.24 0.95 -0.41
-0.63 -0.92 -1.30
-0.70 -1.14 0.94
-0.08 1.18 -0.79
0.13 -0.04 0.51
0.44 0.20 -0.43
-0.68 -0.13 -0.60
-0.10 0.21 0.37
-0.21 0.16 1.07
-0.05 0.16 0.08
-0.06 -0.30 -0.19
-1.48 0.48 -0.44
-1.18 0.68 -0.63
-0.37 0.51 0.17
0.05 -0.23 -0.38
0.05 0.57 -0.38
-0.01 0.44 0.51
-0.42 -0.40 0.34
-0.37 -0.04 -0.45
0.27 0.16 0.41
0.57 0.08 0.04
-0.49 0.74 0.54
-0.08 -0.40 0.37
-0.04 -0.42 -0.34
0.67 -0.14 -1.13
0.91 0.59 -0.43
-0.15 -0.04 -1.09
-0.79 -2.20 -1.13
0.84 -0.18 0.42
0.69 0.93 -1.25
-0.05 0.61 -0.69
0.44 -0.16 -0.30
-1.57 -1.45 0.88
-0.98 0.86 0.10
0.57 0.42 0.04
0.19 -0.30 0.48
-0.23 -0.24 0.11
-0.20 0.58 0.53
-0.44 0.13 0.20
-0.17 0.03 0.84
0.78 -0.06 -0.02
0.08 0.06 0.54
0.01 0.95 0.82
-0.22 0.26 0.47
0.38 0.16 -0.54
0.19 0.61 0.23
-0.65 0.23 0.10
0.19 -0.37 0.61
0.09 -0.28 0.79
0.46 -0.61 0.13
-0.68 0.96 -0.04
-0.40 -0.48 -0.14
0.04 -0.37 -0.40
-0.86 -0.58 1.77
1.63 0.95 -0.33
-0.18 -0.53 -0.36
0.82 -0.30 0.35
-0.39 1.07 -0.33
-3.07 -0.04 -0.38
-0.96 0.77 2.77
-1.01 0.11 -0.75
-0.17 -0.05 -1.35
0.10 -1.95 -0.70
0.68 -0.34 0.98
-0.20 0.70 -0.80
-0.12 -0.37 -0.12
0.50 -0.29 -0.06
-0.04 0.51 -0.50
-0.01 0.70 0.24
-0.93 -0.49 -0.28
-0.19 0.06 -0.29
0.66 -0.39 0.54
0.78 0.24 0.58
0.02 -0.20 -0.25
0.68 -0.70 -0.01
0.68 -0.49 -0.51
1.13 -0.21 -0.78
-0.36 0.10 0.33
-0.08 0.26 0.19
-0.20 0.01 0.18
0.81 0.28 -0.76
0.93 -0.56 1.07
-0.62 1.72 -0.26
-1.00 -0.94 -1.00
0.53 -0.80 -0.73
0.14 -2.50 0.55
1.12 1.30 -0.50
-1.34 -1.21 0.27
2.03 1.20 1.32
-0.86 -0.65 -1.47
-0.41 -0.01 1.07
-0.35 -0.90 -1.32
-0.64 0.45 1.40
1.40 -0.25 -1.17
0.07 0.14 -0.55
-0.08 0.30 0.33
0.39 0.91 0.36
-0.32 1.78 -0.29
0.08 0.19 -0.88
0.38 0.29 0.35
-0.79 -0.35 1.60
0.24 -0.03 -0.86
-0.06 0.77 0.01
0.18 0.22 -0.47
-0.24 -0.35 -0.18
-0.27 -0.08 -0.26
0.25 0.05 -0.01
0.23 -0.23 -0.10
0.45 0.14 -0.23
-0.25 0.62 0.27
0.18 0.30 0.88
0.07 -0.23 0.43
-0.96 0.20 1.09
0.34 0.31 0.06
0.78 -1.04 -1.88
0.39 1.05 -0.14
0.67 -1.01 1.23
-1.13 0.00 -1.41
-1.53 0.62 2.29
-0.10 -0.19 0.03
-0.12 -0.42 0.51
0.13 0.24 0.06
0.09 -0.09 -0.11
-0.15 -0.35 -0.46
0.79 0.49 -0.37
-0.85 0.31 0.12
2.36 -0.73 -0.63
-0.41 0.55 0.47
0.52 -0.72 0.41
0.14 -0.73 2.37
-0.81 0.76 -0.73
0.12 -0.04 0.08
0.05 -0.06 -0.12
-0.23 -0.32 -0.18
-0.19 0.95 0.09
-0.57 -0.19 -0.63
-0.02 0.59 -1.14

Computed properties:
maximum force	3.1	eV Å⁻¹
SMILES string	CC1(C)CCCC(C)(C)N1O.CC1(C)CCCC(C)(C)N1O.CC1(C)CCCC(C)(C)N1O.CC1(C)CCCC(C)(C)N1O.CC1(C)CCCC(C)(C)N1O.O=C1CCCO1.O=C1CCCO1
energy relative to the best compared isomer or geometry (same formula, charge and spin)	0.0	kJ/mol
gap between HOMO and LUMO	8.6	eV